A molecular structure, C20H39NaO19 in a non-equilibrium geometry. Source: the Open Molecules 2025 dataset; level of theory: wB97M-V/def2-TZVPD.

Kohn-Sham gap = 7.143 eV
HOMO energy = -0.25224 hartree

```
! wB97M-V def2-TZVPD RIJCOSX def2/J DEFGRID3
* xyz 0 1
H 26.87273 -12.20814 27.96522
H 26.72334 -15.26334 35.26505
C 26.68290 -8.55059 34.45052
O 25.52907 -13.53707 35.41241
C 24.31108 -12.38125 28.62656
H 23.02247 -10.34817 36.02489
H 25.61616 -18.57001 30.54236
O 23.04669 -7.20194 30.65865
C 25.48761 -17.64227 29.98479
C 25.01133 -16.53320 30.89449
O 22.92051 -9.49605 30.40416
C 22.21965 -13.34166 27.77359
C 22.60147 -7.12267 27.93725
H 22.26552 -11.62026 34.89048
O 27.40853 -10.16205 30.37288
O 23.31820 -14.95397 30.78663
C 29.95367 -11.29134 29.71477
H 30.40590 -12.24961 29.45919
H 23.60382 -10.83434 31.65922
H 28.13207 -15.61848 31.76730
C 28.19046 -10.35085 33.77420
H 23.95332 -9.19840 32.17202
H 26.76781 -13.31771 26.64900
H 21.62308 -6.64960 28.02138
H 25.88274 -14.76006 33.71443
O 24.61710 -12.62510 33.53514
H 31.01628 -11.84358 33.26973
H 29.49439 -11.43568 30.69268
H 25.29629 -9.45020 28.07332
H 26.66818 -13.97953 28.28755
H 24.59321 -15.59277 29.12571
C 26.36750 -14.44539 34.63860
O 27.45044 -9.46138 28.14871
O 29.51633 -10.67379 33.94038
H 22.65883 -13.51934 26.79193
H 29.09478 -15.01640 30.35963
O 24.94418 -12.96232 27.58187
O 22.03996 -15.98879 32.41518
H 23.23175 -6.32736 28.33516
Na 26.16795 -11.92191 31.59744
H 30.86695 -10.70200 29.79660
O 29.18871 -10.54512 28.86344
H 22.34733 -9.71828 32.43493
O 27.25031 -11.04086 33.40190
O 27.57806 -13.81445 31.02100
H 26.60500 -7.62128 33.88625
O 23.91469 -16.98494 31.53317
O 24.16756 -11.99348 35.64489
C 22.87562 -8.26495 29.94803
H 29.95783 -12.38396 34.65550
C 24.54516 -15.29441 30.17299
H 29.43120 -14.39393 31.90073
C 26.17482 -8.85419 28.32042
C 26.39125 -13.13572 27.65557
C 23.02622 -16.00842 31.65062
H 27.28715 -13.94512 34.33517
C 28.59998 -14.75474 31.29494
H 26.38071 -8.27105 35.45980
H 26.49605 -17.44980 29.61859
O 22.62915 -8.31434 28.64468
C 27.96118 -10.08291 29.22194
O 22.97069 -12.33177 28.37312
H 26.18508 -8.04737 27.58759
H 21.21940 -12.95501 27.57843
H 29.50999 -12.60605 32.96701
O 24.90270 -11.75296 29.50977
C 23.17965 -9.83356 31.74063
H 26.15369 -8.34892 29.28600
C 24.77639 -12.68033 34.73716
O 28.03315 -9.05497 34.18613
H 22.26955 -14.24773 28.37745
H 25.89883 -9.18080 34.03080
H 23.49992 -10.50903 34.36809
C 23.15043 -11.08063 35.22788
H 22.77707 -7.27542 26.87239
H 25.25452 -14.54474 30.52356
H 25.72788 -16.21883 31.65332
C 30.00434 -11.93070 33.66530
H 24.73316 -17.82677 29.22003
*
```

Atom-resolved charges from Löwdin, all expressed in e: number 1, H, carries 0.081; number 2, H, carries 0.098; number 3, C, carries -0.010; number 4, O, carries 0.026; number 5, C, carries -0.497; number 6, H, carries 0.104; number 7, H, carries 0.088; number 8, O, carries 0.042; number 9, C, carries 0.000; number 10, C, carries -0.388; number 11, O, carries 0.012; number 12, C, carries -0.048; number 13, C, carries -0.073; number 14, H, carries 0.112; number 15, O, carries 0.053; number 16, O, carries 0.061; number 17, C, carries -0.075; number 18, H, carries 0.102; number 19, H, carries 0.085; number 20, H, carries 0.039; number 21, C, carries -0.459; number 22, H, carries 0.091; number 23, H, carries 0.096; number 24, H, carries 0.097; number 25, H, carries 0.085; number 26, O, carries 0.110; number 27, H, carries 0.103; number 28, H, carries 0.083; number 29, H, carries 0.094; number 30, H, carries 0.089; number 31, H, carries 0.136; number 32, C, carries 0.009; number 33, O, carries 0.011; number 34, O, carries 0.005; number 35, H, carries 0.092; number 36, H, carries 0.043; number 37, O, carries -0.015; number 38, O, carries 0.103; number 39, H, carries 0.096; number 40, Na, carries 0.320; number 41, H, carries 0.098; number 42, O, carries 0.017; number 43, H, carries 0.103; number 44, O, carries 0.083; number 45, O, carries -0.419; number 46, H, carries 0.093; number 47, O, carries 0.113; number 48, O, carries 0.034; number 49, C, carries -0.531; number 50, H, carries 0.106; number 51, C, carries -0.120; number 52, H, carries 0.025; number 53, C, carries -0.029; number 54, C, carries 0.014; number 55, C, carries -0.465; number 56, H, carries 0.084; number 57, C, carries -0.332; number 58, H, carries 0.094; number 59, H, carries 0.093; number 60, O, carries 0.010; number 61, C, carries -0.464; number 62, O, carries -0.008; number 63, H, carries 0.097; number 64, H, carries 0.103; number 65, H, carries 0.067; number 66, O, carries 0.094; number 67, C, carries -0.038; number 68, H, carries 0.105; number 69, C, carries -0.632; number 70, O, carries 0.003; number 71, H, carries 0.093; number 72, H, carries 0.070; number 73, H, carries 0.063; number 74, C, carries -0.006; number 75, H, carries 0.099; number 76, H, carries 0.110; number 77, H, carries 0.144; number 78, C, carries -0.070; number 79, H, carries 0.095